No. 1
30
Properties=species:S:1:pos:R:3:forces:R:3:mulliken_charge:R:1 method="wB97M-V/def2-TZVPD" charge=+2 e_tot_ha=-685.196008
C 4.383 -0.866 0.437 2.24 -0.49 -1.07 -0.65
O 3.269 0.080 0.612 -0.55 -2.55 -1.29 -0.34
C 2.702 0.497 -0.697 0.84 2.41 -1.86 -0.34
C 1.742 1.828 -0.618 0.00 -0.17 1.08 -0.91
C 0.310 1.595 0.153 -0.71 1.00 -0.75 -0.47
C -0.906 1.060 -0.848 -1.18 0.49 0.84 -0.68
C -1.775 -0.094 -0.044 0.08 0.05 -1.24 0.24
C -3.006 -0.857 -0.852 -0.15 -1.17 1.03 -0.51
C -3.560 -1.787 0.395 1.83 -0.06 0.54 -0.47
N -3.454 -0.838 1.568 0.03 2.26 -0.54 -0.09
C -2.545 0.360 1.369 0.72 2.10 1.76 0.32
O -2.352 1.461 2.118 -1.52 -7.35 -4.64 -0.44
H 4.588 -1.154 -0.695 -0.60 0.89 2.25 0.46
H 5.411 -0.458 0.869 -2.32 -0.67 -0.53 0.33
H 4.190 -1.891 1.018 0.13 1.55 -0.40 0.37
H 3.642 0.789 -1.370 -1.96 -0.82 1.30 0.42
H 2.211 -0.432 -1.219 0.42 1.15 0.64 0.51
H 2.339 2.641 0.013 -1.08 -1.78 -1.49 0.38
H 1.589 2.243 -1.718 0.37 -1.05 2.33 0.38
H -0.049 2.671 0.523 0.85 -2.45 -0.57 0.31
H 0.378 0.912 1.104 0.14 1.28 -1.77 0.34
H -0.522 0.696 -1.894 -0.70 0.37 2.08 0.35
H -1.684 1.936 -1.076 1.89 -1.77 0.46 0.35
H -0.969 -0.936 0.174 -1.59 1.39 0.20 -0.09
H -3.922 -0.167 -1.176 2.30 -1.40 0.47 0.33
H -2.669 -1.673 -1.647 -0.58 2.37 1.28 0.32
H -4.527 -2.429 0.240 1.54 1.92 0.60 0.38
H -2.700 -2.573 0.636 -1.59 1.29 -0.75 0.24
H -4.283 -0.726 2.192 0.98 0.01 -0.47 0.33
Pd 2.173 -1.887 0.433 0.17 1.21 0.50 0.63

No. 2
14
Properties=species:S:1:pos:R:3:forces:R:3:mulliken_charge:R:1 method="wB97M-V/def2-TZVPD" charge=0 relative_energy_ev=1.3320 e_tot_ha=-804.213162 smiles=OB(O)c1sccc1O
O -1.336 1.707 -0.418 -2.68 1.44 -0.12 -0.59
B -0.701 0.832 -1.227 0.63 -2.20 -1.72 0.61
O -0.838 0.789 -2.611 -1.72 0.58 -0.65 -0.56
C 0.116 -0.276 -0.555 0.35 1.86 5.53 0.07
S 1.128 -1.540 -1.005 0.45 0.93 0.95 -0.07
C 1.711 -1.821 0.589 -0.84 -0.76 -2.30 -0.31
C 1.045 -1.164 1.558 0.08 1.61 1.70 -0.65
C 0.290 -0.111 1.143 -2.18 -0.79 -6.77 0.22
O -0.452 0.731 1.889 1.27 -0.66 -0.16 -0.51
H -2.253 1.921 -0.770 1.82 0.00 0.77 0.28
H -1.663 1.160 -3.050 1.77 -0.46 1.07 0.27
H 2.466 -2.540 0.565 0.89 -1.14 0.80 0.43
H 1.072 -1.145 2.621 0.98 -0.98 0.85 0.39
H -0.585 1.456 1.272 -0.82 0.57 0.03 0.42

No. 3
53
Properties=species:S:1:pos:R:3:forces:R:3:mulliken_charge:R:1 method="wB97M-V/def2-TZVPD" charge=0 relative_energy_ev=19.8883 e_tot_ha=-964.153940
C -6.802 -0.044 0.903 1.38 -2.38 -5.84 -1.10
H -6.620 0.365 1.817 0.54 1.33 2.27 0.38
H -7.722 0.145 0.455 -2.40 -0.10 0.38 0.40
H -6.542 -1.132 0.834 -0.64 0.73 0.64 0.27
C -5.891 0.493 -0.305 0.10 8.65 12.49 -1.12
N -4.581 0.480 0.312 -0.09 -0.14 -0.76 0.32
C -3.872 -0.556 -0.118 1.31 0.88 -6.79 -0.22
O -4.297 -1.207 -1.184 0.77 0.76 4.43 -0.72
C -2.360 -0.498 -0.031 0.14 -1.45 4.67 2.48
H -1.957 0.187 0.775 -0.89 -0.54 -0.35 0.09
C -1.564 -0.134 -1.224 0.80 -16.81 1.96 -3.09
N -0.186 -0.415 -1.190 3.45 0.06 3.10 0.00
C 0.242 -2.000 -0.647 -0.08 8.15 6.18 -0.83
C -0.476 -2.014 0.828 -0.99 -5.78 -3.97 -0.58
C -2.012 -1.934 0.494 2.40 3.75 7.03 -1.62
H -2.463 -2.691 0.047 -1.18 -3.34 -3.15 0.77
H -2.477 -2.219 1.632 0.54 1.63 -2.58 0.29
H -0.315 -3.176 1.191 -0.09 2.93 -0.35 0.33
H -0.021 -1.317 1.500 -0.14 0.36 0.31 0.30
H 1.272 -1.848 -0.289 0.08 -0.71 -1.70 0.28
H -0.141 -2.566 -1.365 -1.03 -2.94 -2.78 0.66
C 0.478 0.682 -0.261 3.28 -3.26 -2.55 -0.34
C 2.081 0.607 -0.565 -2.35 -1.02 1.64 0.17
C 2.848 0.431 0.595 4.70 1.46 -15.73 -1.24
C 4.368 0.462 0.153 -4.55 -7.83 12.07 -0.24
C 5.238 1.095 -0.462 -2.79 2.87 -3.83 0.61
C 6.544 0.776 -0.439 -0.55 8.92 -9.85 -0.82
C 7.191 0.230 0.388 4.53 -10.46 11.16 -0.30
C 6.308 -0.737 1.391 3.03 5.47 -4.72 -0.54
C 5.045 -0.622 1.344 -0.04 5.96 -6.99 -1.20
H 4.427 -1.074 1.896 -4.89 -3.77 4.05 0.67
H 6.834 -1.416 1.833 2.96 -3.77 3.30 0.58
H 8.262 0.020 0.446 -0.35 0.56 -0.23 0.35
H 7.105 1.449 -1.120 0.00 -0.60 -0.16 0.25
H 4.650 1.728 -1.097 1.27 1.40 -1.21 0.54
H 2.522 0.514 1.451 -2.85 0.59 8.69 1.07
C 2.531 0.495 -2.230 0.63 3.86 6.77 -1.46
H 3.484 0.058 -1.922 0.15 0.12 -1.81 0.41
H 1.749 -0.027 -2.614 -1.78 -1.73 -1.48 0.58
H 2.414 1.633 -2.356 0.94 -1.80 -0.85 0.24
H 0.455 0.569 0.821 -0.80 0.06 0.02 0.17
H 0.104 1.586 -0.645 -0.63 1.39 -0.12 0.52
H -1.790 0.619 -1.628 -3.10 11.01 -5.96 1.42
H -1.911 -1.214 -1.939 0.31 3.53 1.02 0.17
C -4.174 1.611 1.148 7.21 -6.34 1.30 -0.65
H -3.245 1.022 1.938 -3.28 1.45 -1.46 0.23
C -3.298 2.632 0.595 -3.43 4.22 -3.75 -0.89
H -2.971 3.332 1.340 -0.10 0.33 0.55 0.36
H -2.457 2.517 -0.078 -0.10 -1.09 0.00 0.23
H -4.181 3.275 -0.115 2.84 -1.08 1.58 0.21
H -4.919 1.953 1.720 -2.83 1.24 2.01 0.54
H -5.972 0.248 -1.188 -0.80 -3.39 -8.42 0.85
H -5.992 1.789 -0.333 -0.57 -3.33 -0.20 0.23

No. 4
21
Properties=species:S:1:pos:R:3:forces:R:3:mulliken_spin:R:1 method="wB97M-V/def2-TZVPD" charge=-2 relative_energy_ev=2.1306 e_tot_ha=-386.727492 multiplicity=2
C -1.249 -1.114 -1.242 -0.27 0.92 -0.01 0.01
O -2.574 -0.811 -1.242 -0.12 -0.08 0.26 -0.01
C -0.337 -0.017 -0.673 -0.59 0.52 2.11 -0.06
C 0.988 -0.525 -0.100 0.79 -0.06 -1.35 1.18
C 1.858 0.538 0.519 -0.01 -0.03 0.89 -1.82
C 2.471 1.489 -0.168 0.00 0.95 -0.67 0.38
C 1.979 0.466 2.027 -0.16 -0.35 -0.40 3.67
H -0.873 -1.195 -2.283 0.22 -0.95 -0.15 -0.02
H -0.995 -1.991 -0.593 0.08 -0.31 -0.59 -0.03
H -0.904 0.416 0.175 0.05 -0.18 -0.08 -0.09
H -0.185 0.858 -1.293 0.19 -0.07 -0.65 0.11
H 1.563 -0.932 -0.947 0.01 -0.09 -0.03 0.19
H 0.851 -1.378 0.564 -0.19 0.20 0.32 0.01
H 2.923 2.373 0.266 0.27 -0.40 0.51 -0.60
H 2.425 1.595 -1.249 -0.21 -0.50 -0.10 -0.31
H 2.566 1.283 2.433 -0.01 0.20 0.12 -0.78
H 2.437 -0.482 2.364 -0.08 0.13 -0.19 -0.70
H 0.966 0.450 2.437 0.02 0.06 0.29 -0.14
H -4.970 -0.905 -0.699 0.04 0.01 -0.30 0.00
H -3.990 -0.066 -0.044 0.17 0.14 -0.64 0.00
O -4.949 -0.053 -0.254 -0.19 -0.11 0.67 0.00